(1)
{"formula": "C26H56B4BeBrCl3FN3O8", "method": "ωB97M-V/def2-TZVPD", "elements": ["C", "C", "C", "O", "O", "C", "C", "B", "O", "B", "O", "B", "B", "O", "O", "C", "O", "H", "H", "H", "H", "H", "H", "H", "H", "H", "H", "H", "H", "H", "H", "Cl", "C", "C", "C", "C", "C", "C", "N", "O", "C", "C", "C", "H", "H", "H", "H", "H", "H", "H", "H", "H", "H", "H", "H", "H", "H", "H", "H", "H", "H", "C", "C", "N", "C", "C", "C", "C", "H", "H", "H", "H", "H", "H", "H", "H", "H", "H", "H", "H", "H", "H", "H", "Be", "C", "C", "C", "C", "N", "H", "H", "H", "H", "H", "H", "H", "C", "Cl", "Cl", "H", "H", "F", "Br"], "positions_angstrom": [[-2.5451, 2.4839, 1.3232], [-2.5357, 1.2817, 2.2724], [-3.1205, 0.0409, 1.6280], [-3.9234, 0.1185, 0.7446], [-2.7372, -1.1520, 2.1529], [-1.3769, -1.5356, 1.8125], [-1.0107, -1.2892, 0.3447], [0.0083, -0.1161, 0.1520], [1.2247, -0.0853, 0.8632], [2.2986, 0.2350, 0.0527], [2.1486, 1.1898, -0.9399], [0.9122, 1.0142, -1.5976], [0.7973, 0.8273, -3.3033], [-0.4142, 1.0049, -3.9195], [1.9449, 0.6203, -4.0590], [2.8517, -0.4450, -3.8466], [-0.1758, 0.9493, -0.7069], [-1.7795, 3.2037, 1.6101], [-2.3528, 2.1791, 0.2964], [-3.4998, 3.0075, 1.3425], [-1.5178, 1.1389, 2.6358], [-3.2125, 1.5358, 3.1115], [-1.2951, -2.5925, 2.0490], [-0.6894, -1.0176, 2.4892], [-1.8742, -1.1679, -0.3062], [-0.4872, -2.1775, -0.0151], [3.3653, -0.2833, 0.1784], [-0.4410, 0.4428, -4.7026], [3.1953, -0.7995, -4.8213], [3.6858, -0.0785, -3.2375], [2.4071, -1.3034, -3.3471], [0.0840, -1.7351, -2.7580], [-7.7967, 1.2991, 5.6808], [-6.3130, 1.1570, 5.3803], [-5.8740, -0.2795, 5.2177], [-5.8374, -1.0980, 6.4989], [-5.0115, -0.3891, 7.5646], [-5.4037, 1.0711, 7.7890], [-5.5149, 1.7925, 6.4710], [-4.3013, 2.0693, 6.0320], [-6.7070, 1.1615, 8.5966], [-4.3530, 1.7470, 8.6645], [-6.1265, 1.9071, 4.0628], [-8.4115, 1.2439, 4.7827], [-8.2036, 0.5499, 6.3545], [-7.8057, 2.3056, 6.1027], [-4.8344, -0.2551, 4.8006], [-6.5081, -0.7634, 4.4776], [-6.8554, -1.2889, 6.8474], [-5.3978, -2.0779, 6.3007], [-5.0857, -0.9190, 8.5112], [-3.9535, -0.4401, 7.2687], [-7.0405, 2.1943, 8.6306], [-6.5452, 0.8151, 9.6156], [-7.5194, 0.5559, 8.2032], [-3.3442, 1.6413, 8.2655], [-4.3678, 1.2868, 9.6517], [-4.5753, 2.8083, 8.7736], [-6.4271, 2.9478, 4.1801], [-6.7443, 1.4468, 3.2951], [-5.0957, 1.8943, 3.6880], [7.1195, -2.1674, -5.2089], [6.1684, -3.0576, -5.9911], [5.4629, -2.3468, -7.0440], [4.3408, -3.0929, -7.5930], [4.6400, -4.3999, -8.3365], [6.2942, -1.6540, -8.0104], [7.3265, -2.4714, -8.7994], [6.5942, -1.2968, -4.8094], [7.5402, -2.7213, -4.3690], [7.9524, -1.8225, -5.8222], [5.4323, -3.4444, -5.2823], [6.7171, -3.9292, -6.3801], [3.7741, -2.4290, -8.2514], [3.6649, -3.3189, -6.7635], [5.0652, -4.2225, -9.3240], [3.7103, -4.9521, -8.4841], [5.3183, -5.0456, -7.7779], [6.8327, -0.8592, -7.4847], [5.6367, -1.1304, -8.7104], [7.8838, -3.1549, -8.1579], [8.0489, -1.7947, -9.2622], [6.8669, -3.0463, -9.6011], [-3.4952, 0.9708, 4.9701], [7.2328, 4.0199, -7.1883], [6.1560, 2.9421, -7.2313], [6.1961, 1.9970, -6.0123], [7.4729, 1.3199, -5.9613], [8.4965, 0.7822, -5.9278], [8.2358, 3.5897, -7.2145], [7.1411, 4.6808, -8.0488], [7.1463, 4.6275, -6.2861], [6.2622, 2.3577, -8.1467], [5.1714, 3.4078, -7.2598], [5.3928, 1.2582, -6.0837], [6.0578, 2.5550, -5.0843], [-6.1897, -1.4341, 11.6375], [-6.6979, 0.1746, 12.1586], [-6.9815, -1.9331, 10.1335], [-5.1182, -1.4207, 11.4750], [-6.4470, -2.1473, 12.4107], [-6.6800, 3.4036, 6.9920], [10.2762, 1.3279, -7.0749]], "atomic_forces_ev_per_a": [[-0.13, 0.35, 0.08], [0.43, 0.43, -0.81], [-0.20, -0.05, -0.25], [-0.10, -0.06, 0.33], [-0.10, 0.07, -0.08], [0.40, -0.12, 0.08], [0.10, 0.20, 0.58], [0.00, 0.83, 0.01], [0.04, -1.09, -0.42], [0.27, 0.94, 0.20], [0.08, -1.29, -0.29], [-0.25, 1.17, 0.06], [-0.13, -0.35, 0.57], [0.18, 0.43, -0.17], [-0.43, -0.37, -0.55], [0.37, 0.27, 0.20], [-0.27, -0.88, -0.58], [0.02, -0.04, 0.05], [0.05, -0.13, 0.04], [-0.08, -0.11, -0.07], [-0.14, -0.34, 0.27], [0.13, -0.06, 0.27], [-0.34, -0.02, 0.12], [-0.01, 0.04, 0.01], [-0.07, -0.09, 0.07], [0.02, 0.06, -0.17], [-0.01, 0.04, 0.30], [-0.05, 0.14, -0.11], [0.21, 0.15, -0.03], [0.18, -0.12, -0.12], [-0.24, 0.14, 0.08], [0.24, -0.03, 0.33], [-0.29, 0.04, 0.23], [-1.62, 0.09, -0.56], [0.20, -0.20, 0.49], [0.02, 0.03, 0.15], [0.29, -0.13, -0.69], [-0.91, 0.31, 1.44], [1.33, -1.22, -0.25], [1.02, -0.68, -1.12], [-0.42, 0.00, -0.15], [0.40, 0.27, -0.29], [0.37, 0.26, 0.08], [0.28, 0.04, -0.16], [0.14, 0.11, 0.18], [-0.84, -0.14, 0.18], [0.11, -0.56, -0.32], [0.27, 0.15, -0.34], [-0.03, 0.10, 0.01], [-0.03, 0.01, -0.07], [0.02, 0.15, 0.09], [0.00, 0.02, 0.00], [0.02, 0.00, -0.06], [0.25, 0.00, -0.19], [0.05, -0.02, -0.06], [-0.03, 0.03, -0.04], [-0.09, -0.05, -0.02], [-0.06, -0.01, -0.03], [0.07, 0.01, 0.05], [0.01, -0.09, 0.05], [-0.08, 0.04, -0.03], [0.11, -0.06, -0.06], [0.08, 0.03, 0.03], [-0.18, 0.10, 0.02], [-0.22, -0.08, 0.05], [-0.06, 0.04, -0.08], [0.15, 0.07, 0.00], [0.00, 0.12, -0.09], [-0.03, -0.01, -0.02], [-0.01, 0.00, 0.00], [0.02, 0.01, 0.03], [-0.15, -0.03, -0.18], [0.06, 0.00, 0.10], [0.08, 0.05, -0.02], [0.07, 0.02, 0.06], [0.06, -0.01, 0.02], [0.00, 0.00, 0.02], [0.00, 0.01, 0.01], [0.03, -0.05, 0.06], [-0.08, -0.10, 0.00], [-0.02, 0.00, 0.02], [0.01, -0.01, 0.00], [0.00, -0.08, 0.05], [-0.96, 1.34, 1.34], [-0.03, -0.02, 0.06], [0.23, 0.22, -0.23], [-0.32, 0.08, -0.09], [-0.17, 0.00, 0.13], [1.02, 0.44, -0.69], [0.01, 0.01, 0.01], [-0.01, 0.01, 0.01], [0.01, 0.01, -0.01], [-0.08, -0.08, 0.04], [-0.06, -0.13, 0.10], [0.11, -0.14, 0.08], [0.06, -0.05, 0.04], [0.06, -0.03, 0.04], [0.01, -0.04, 0.12], [-0.06, -0.19, 0.11], [-0.01, 0.03, -0.05], [-0.07, 0.01, -0.01], [0.60, 0.21, -0.20], [-0.87, -0.38, 0.62]], "molar_mass_g_mol": 796.268, "energy_ha": -5958.9755, "orbital_gap_ev": 0.8, "total_charge": 0, "e_homo_ev": -6.476}


(2)
{"formula": "C26H56FN6O2S2", "method": "ωB97M-V/def2-TZVPD", "elements": ["C", "C", "O", "C", "C", "C", "C", "C", "C", "S", "C", "S", "N", "C", "C", "O", "C", "C", "N", "F", "C", "N", "N", "H", "H", "H", "H", "H", "H", "H", "H", "H", "H", "H", "H", "H", "H", "H", "H", "H", "H", "H", "H", "H", "H", "H", "H", "H", "H", "C", "C", "N", "C", "C", "C", "C", "H", "H", "H", "H", "H", "H", "H", "H", "H", "H", "H", "H", "H", "H", "H", "C", "C", "N", "C", "C", "C", "C", "H", "H", "H", "H", "H", "H", "H", "H", "H", "H", "H", "H", "H", "H", "H"], "positions_angstrom": [[-8.1942, 0.9923, 0.0284], [-7.2390, 0.5010, 1.0989], [-6.8017, -0.8209, 0.7515], [-5.8003, -1.3088, 1.5541], [-4.3880, -0.9962, 1.1098], [-3.4048, -1.7016, 2.0544], [-1.9168, -1.3513, 1.9100], [-1.5260, -0.6853, 0.5823], [-1.5213, 0.8413, 0.6731], [-1.1187, 1.5252, -0.9480], [-2.2604, 2.8208, -1.2311], [-2.2786, 3.4761, -2.7217], [-3.0687, 3.1853, -0.1574], [-4.2709, 3.9565, -0.5052], [-5.0509, 4.2075, 0.7692], [-4.3300, 5.0058, 1.6950], [-2.9391, 5.0960, 1.4353], [-2.3325, 3.7714, 0.9982], [-3.6239, -3.1702, 1.8938], [-3.4810, -3.4512, 0.5162], [-4.9996, -3.4690, 2.1719], [-5.1751, -4.3855, 3.0844], [-5.9566, -2.8152, 1.5355], [-8.7848, 0.1672, -0.3700], [-7.6583, 1.4779, -0.7879], [-8.8691, 1.7347, 0.4605], [-7.7150, 0.4765, 2.0885], [-6.3730, 1.1725, 1.1739], [-5.9495, -0.9955, 2.6021], [-4.2682, -1.4161, 0.1107], [-4.2350, 0.0816, 1.0386], [-3.7136, -1.5124, 3.0935], [-1.3389, -2.2666, 2.0532], [-1.6571, -0.6816, 2.7364], [-2.1710, -1.0121, -0.2364], [-0.5164, -1.0193, 0.3172], [-2.4819, 1.2423, 1.0060], [-0.7612, 1.1593, 1.3945], [-4.0190, 4.8989, -1.0009], [-4.8720, 3.3630, -1.1975], [-5.9890, 4.7203, 0.5385], [-5.2962, 3.2411, 1.2382], [-2.4691, 5.3897, 2.3767], [-2.7282, 5.8852, 0.7034], [-1.2876, 3.9419, 0.7208], [-2.3354, 3.0800, 1.8485], [-4.3681, -4.9157, 3.3851], [-6.0819, -4.6110, 3.4670], [-6.8995, -3.0871, 1.8007], [4.4724, -3.0360, -2.5457], [3.0963, -3.6035, -2.2338], [2.5071, -3.0427, -1.0273], [1.3259, -3.7502, -0.5740], [0.0693, -3.7208, -1.4560], [2.4293, -1.5946, -0.9839], [1.6264, -0.8768, -2.0776], [5.1522, -3.1846, -1.7055], [4.8879, -3.5425, -3.4170], [4.4389, -1.9708, -2.7776], [3.1903, -4.6800, -2.0669], [2.4542, -3.4861, -3.1212], [1.0729, -3.3642, 0.4203], [1.6168, -4.7941, -0.4241], [-0.4463, -2.7608, -1.4093], [-0.6322, -4.4874, -1.1182], [0.3008, -3.9283, -2.5007], [3.4475, -1.2006, -0.9901], [2.0284, -1.3197, -0.0020], [1.8165, -1.2888, -3.0692], [1.9030, 0.1790, -2.1040], [0.5523, -0.9217, -1.8948], [8.9261, 3.0379, -0.6418], [7.8661, 2.2737, 0.1351], [6.6893, 1.9566, -0.6577], [5.5792, 1.4637, 0.1338], [5.7411, 0.1218, 0.8595], [6.9377, 1.2512, -1.9049], [7.6478, -0.1080, -1.8359], [8.5133, 3.9561, -1.0610], [9.7477, 3.3025, 0.0244], [9.3473, 2.4477, -1.4558], [7.5255, 2.8952, 0.9681], [8.3325, 1.3843, 0.5887], [4.7055, 1.4089, -0.5239], [5.3469, 2.2328, 0.8775], [5.6794, -0.7215, 0.1717], [4.9367, 0.0029, 1.5891], [6.6837, 0.0541, 1.4028], [7.5189, 1.9112, -2.5512], [5.9728, 1.1337, -2.4059], [8.4873, -0.0895, -1.1393], [8.0450, -0.3654, -2.8194], [6.9780, -0.9132, -1.5353]], "atomic_forces_ev_per_a": [[0.06, 0.20, 0.12], [0.00, 0.30, 0.08], [0.02, -0.17, -0.22], [0.11, 0.01, -0.24], [0.03, -0.17, -0.13], [-0.16, 0.19, -0.10], [-0.06, 0.05, -0.10], [0.26, -0.09, 0.06], [0.00, -0.19, 0.22], [0.23, 0.16, -0.12], [-0.19, -0.06, 0.31], [-0.18, -0.07, -0.09], [0.17, 0.44, -0.33], [-0.02, -0.05, 0.12], [0.01, -0.02, -0.13], [0.03, -0.06, 0.11], [0.04, 0.06, -0.01], [0.05, -0.17, 0.23], [0.00, 0.12, 0.26], [0.00, -0.14, 0.11], [0.36, -0.09, -0.36], [0.04, -0.14, -0.14], [-0.25, 0.39, 1.11], [0.00, 0.05, 0.07], [-0.03, -0.18, -0.03], [0.02, -0.09, -0.06], [0.00, -0.13, -0.11], [-0.07, -0.11, -0.02], [-0.08, 0.02, -0.06], [-0.02, 0.26, -0.05], [-0.01, -0.08, 0.22], [0.06, -0.14, -0.05], [-0.08, 0.03, 0.05], [0.05, -0.09, -0.08], [0.06, 0.01, 0.04], [-0.12, 0.04, -0.01], [0.09, -0.13, -0.19], [-0.10, -0.01, -0.04], [-0.04, -0.06, -0.02], [0.07, 0.08, 0.00], [0.09, -0.02, 0.03], [0.02, 0.09, -0.01], [-0.04, 0.02, -0.10], [-0.07, -0.11, -0.02], [-0.09, -0.02, 0.04], [-0.09, 0.10, -0.08], [0.00, -0.01, 0.01], [-0.02, -0.05, -0.05], [-0.10, -0.01, -0.28], [0.01, -0.03, 0.00], [0.02, -0.01, -0.02], [-0.06, 0.01, -0.05], [0.00, -0.07, 0.08], [-0.04, 0.00, 0.05], [0.04, 0.20, 0.04], [-0.03, 0.06, 0.09], [-0.01, 0.02, 0.02], [0.01, -0.01, 0.01], [-0.01, 0.00, -0.02], [-0.02, -0.01, -0.01], [-0.01, 0.03, 0.02], [0.01, 0.00, 0.01], [0.01, 0.00, -0.03], [0.04, -0.01, -0.05], [0.00, 0.00, 0.00], [0.01, -0.01, 0.00], [0.02, -0.04, -0.02], [-0.01, -0.03, 0.01], [0.03, -0.02, 0.01], [-0.01, 0.00, 0.00], [0.00, -0.04, -0.10], [0.01, 0.02, 0.03], [0.03, -0.01, 0.00], [0.05, -0.04, 0.01], [-0.12, 0.05, 0.03], [-0.12, -0.04, -0.02], [0.00, -0.01, -0.10], [-0.03, 0.00, -0.04], [-0.02, -0.01, -0.02], [0.00, 0.02, 0.00], [0.01, -0.02, 0.01], [0.00, -0.02, 0.02], [-0.01, -0.01, -0.03], [0.00, -0.01, 0.00], [0.05, 0.01, 0.00], [0.06, -0.01, 0.02], [-0.01, -0.01, 0.00], [0.02, 0.03, -0.02], [0.02, 0.02, 0.03], [-0.01, -0.02, 0.02], [0.01, 0.01, -0.01], [-0.01, -0.01, 0.00], [0.02, 0.01, 0.05]], "molar_mass_g_mol": 567.906, "energy_ha": -2399.1526, "orbital_gap_ev": 5.2, "total_charge": 1, "e_homo_ev": -9.259}